Entry 1:
Below is a molecular structure, C40H52N4O4S2Ti, with properties calculated with wB97M-V/def2-TZVPD.

Geometry as XYZ:
```
103
Properties=species:S:1:pos:R:3:forces:R:3
Ti 0.0003 0.0859 0.1226 0.28 0.40 -0.26
C -4.0175 -1.3735 6.2227 0.01 0.00 0.01
C -4.4658 -0.5253 5.0224 -0.02 -0.02 0.02
C -5.8610 -0.9758 4.5619 0.03 0.00 -0.03
C -4.5490 0.9360 5.4653 0.02 -0.03 -0.02
C -3.4725 -0.7235 3.8869 -0.01 0.05 -0.01
C -2.7787 0.3105 3.3284 -0.03 0.01 0.00
C -1.8836 0.0340 2.2758 0.07 0.01 -0.11
N -1.1418 0.8843 1.5586 -0.18 -0.25 0.13
C -0.6525 2.1482 1.9127 0.20 0.27 0.04
C -1.3458 3.2035 2.4750 -0.05 -0.04 -0.03
C -0.6730 4.3860 2.7669 0.02 0.00 0.00
C 0.6867 4.4545 2.4704 -0.05 0.04 0.07
C 1.4174 3.4181 1.8843 0.13 -0.07 -0.12
C 0.7177 2.2506 1.5924 -0.17 0.22 0.23
O 1.2555 1.1458 0.9952 -0.03 -0.16 0.00
C 2.9086 3.5485 1.5717 0.02 -0.02 -0.01
C 3.1383 3.3530 0.0640 -0.01 -0.01 0.03
C 3.4574 4.9231 1.9562 -0.01 -0.01 -0.01
C 3.6917 2.4889 2.3641 -0.04 0.04 -0.02
C -1.4442 5.5527 3.3854 -0.01 0.00 -0.01
C -0.5415 6.7491 3.6892 -0.01 -0.03 0.00
C -2.0935 5.0938 4.6985 0.01 0.00 0.00
C -2.5383 6.0065 2.4082 0.01 -0.01 0.00
C -1.6035 -1.3327 1.8852 -0.11 0.10 0.09
O -0.5952 -1.4723 1.0593 0.00 0.07 -0.02
C -2.3707 -2.3973 2.4056 0.01 -0.12 -0.07
C -3.2773 -2.0503 3.3746 0.00 -0.03 0.08
C -2.1990 -3.8175 1.8745 0.04 -0.02 -0.05
C -2.3904 -3.8024 0.3473 0.00 0.01 0.01
C -3.2316 -4.7692 2.4794 0.00 0.04 -0.01
C -0.7966 -4.3419 2.2211 -0.05 0.03 0.03
H -4.7199 -1.2424 7.0473 0.01 0.00 0.00
H -3.9824 -2.4374 5.9839 0.00 0.01 0.01
H -3.0269 -1.0681 6.5648 -0.01 -0.01 0.01
H -6.5773 -0.8337 5.3725 0.00 -0.01 0.00
H -6.1940 -0.3882 3.7044 -0.01 -0.01 0.01
H -5.8821 -2.0298 4.2818 0.00 0.01 0.00
H -5.2610 1.0223 6.2864 0.00 0.00 0.00
H -3.5850 1.3042 5.8228 -0.01 0.01 -0.01
H -4.8976 1.5834 4.6577 0.00 0.00 0.01
H -2.9162 1.3279 3.6546 0.00 0.01 0.02
H -2.4107 3.1149 2.6447 0.02 0.01 0.01
H 1.2101 5.3670 2.7070 0.01 -0.01 -0.01
H 2.6119 4.1270 -0.5023 0.01 0.00 0.00
H 4.2033 3.4390 -0.1614 0.00 0.01 -0.01
H 2.7941 2.3753 -0.2709 0.03 0.06 -0.01
H 2.9682 5.7266 1.4013 0.00 0.01 0.02
H 3.3479 5.1190 3.0244 0.02 0.01 -0.01
H 4.5219 4.9594 1.7207 0.00 0.00 0.00
H 3.3592 1.4821 2.1204 -0.01 -0.04 0.00
H 4.7576 2.5677 2.1371 -0.02 0.00 0.00
H 3.5621 2.6446 3.4368 0.01 -0.01 -0.01
H 0.2471 6.4882 4.3978 0.00 0.01 -0.01
H -0.0804 7.1495 2.7840 0.00 0.00 0.01
H -1.1375 7.5463 4.1351 0.00 0.00 0.00
H -1.3353 4.7506 5.4049 -0.01 0.00 0.01
H -2.6386 5.9215 5.1559 0.00 -0.01 0.00
H -2.8026 4.2791 4.5375 0.01 0.01 0.01
H -2.0976 6.3449 1.4680 -0.02 0.00 0.00
H -3.2395 5.2006 2.1844 0.00 0.01 0.00
H -3.1065 6.8343 2.8363 0.00 0.00 0.00
H -3.8842 -2.8330 3.8059 -0.01 0.00 -0.01
H -3.3727 -3.4041 0.0830 0.00 -0.01 -0.01
H -1.6269 -3.2022 -0.1481 -0.04 -0.05 0.01
H -2.3217 -4.8194 -0.0420 0.00 -0.01 0.01
H -4.2525 -4.4566 2.2496 0.00 -0.01 0.02
H -3.0873 -5.7633 2.0560 0.00 0.00 0.00
H -3.1229 -4.8543 3.5630 -0.01 -0.01 -0.01
H -0.0178 -3.7264 1.7760 0.03 0.02 -0.01
H -0.6491 -4.3647 3.3029 0.01 0.00 -0.01
H -0.6853 -5.3597 1.8428 0.00 0.01 0.00
O -3.6725 -0.7771 -2.1529 -0.05 -0.01 -0.02
C -3.1084 -1.5805 -3.0814 0.07 -0.05 0.08
C -3.9723 -2.1920 -3.9879 -0.07 0.02 -0.02
C -3.4826 -3.0399 -4.9567 0.03 0.01 -0.01
C -2.1150 -3.3031 -5.0453 0.01 -0.02 0.00
C -1.2563 -2.7103 -4.1486 -0.03 0.03 0.00
C -1.7303 -1.8414 -3.1553 -0.05 0.07 0.03
C -0.7793 -1.2516 -2.2027 0.09 -0.09 0.01
O -1.2198 -0.3466 -1.3389 0.02 -0.20 -0.10
N 0.4597 -1.6312 -2.2150 0.00 -0.06 -0.06
N 1.2105 -0.9968 -1.2157 -0.11 -0.09 0.09
C 2.4757 -1.2709 -1.2776 0.02 0.07 -0.05
S 3.6145 -0.5898 -0.1523 0.00 -0.04 -0.04
C 4.9580 -1.7069 -0.6438 0.00 0.02 0.03
C 4.8344 -1.9441 -2.1329 -0.01 -0.07 -0.02
S 3.0971 -2.3149 -2.5102 0.04 0.02 -0.01
H -2.9636 -0.4130 -1.5978 0.01 0.03 -0.03
H -5.0295 -1.9786 -3.9029 0.01 -0.01 -0.01
H -4.1688 -3.5024 -5.6543 0.00 0.00 0.00
H -1.7334 -3.9674 -5.8082 0.00 0.00 0.01
H -0.1933 -2.9024 -4.1912 0.00 0.00 -0.01
H 4.8673 -2.6330 -0.0787 0.01 -0.01 -0.01
H 5.8960 -1.2172 -0.3869 0.00 0.00 0.00
H 5.4268 -2.8011 -2.4508 0.01 0.01 0.01
H 5.1367 -1.0691 -2.7066 0.01 0.01 0.01
C 0.0291 4.1136 -2.6406 0.00 0.04 -0.03
C -0.0007 2.9171 -1.8190 0.00 -0.01 -0.01
N -0.0194 1.9754 -1.1719 -0.10 -0.08 0.16
H 1.0060 4.2045 -3.1125 0.01 -0.01 0.01
H -0.1513 4.9872 -2.0162 0.00 -0.01 0.02
H -0.7390 4.0524 -3.4094 -0.01 -0.02 0.01
```
Positions in Å, forces in eV/Å.

Computed properties:
Spin multiplicity ... 2
HOMO-LUMO gap (alpha / beta) ... 6.698 / 5.533 eV
Net charge ... +1
ΔE to the lowest compared entry with this formula, charge and spin ... 0.7116 eV
Expectation value of S² ... 0.77
E_LUMO (alpha / beta) ... -0.133 / -0.177 hartree



Entry 2:
Below is a gas-phase ion, C3H8NO (charge +2), with properties calculated with wB97M-V/def2-TZVPD.

Geometry as XYZ:
```
13
Properties=species:S:1:pos:R:3:forces:R:3
C -0.2510 -0.4389 -0.7910 -0.25 1.84 1.60
C 0.5929 -0.0779 0.5054 -0.26 -2.20 -0.74
C 0.1903 1.2405 1.1068 -0.23 0.21 -1.08
O -0.9632 1.5183 1.2626 0.46 0.21 0.39
N 0.2859 -1.6020 -1.5349 0.53 -0.47 -0.27
H -0.4176 0.4984 -1.3283 0.60 -0.59 -0.97
H -1.2488 -0.6762 -0.4477 -0.23 -0.44 -0.03
H 1.6703 -0.1390 0.3592 0.01 0.43 -0.01
H 0.3173 -0.8582 1.2234 0.20 0.22 0.49
H 1.0134 1.9906 1.1709 -0.25 0.33 0.64
H 1.2914 -1.8199 -1.4369 -0.07 0.52 0.14
H 0.1420 -1.5452 -2.5511 -0.29 0.12 -0.01
H -0.1743 -2.4532 -1.2024 -0.22 -0.18 -0.17
```
Positions in Å, forces in eV/Å.

Computed properties:
Spin multiplicity ... 2
HOMO-LUMO gap (alpha / beta) ... 12.356 / 9.000 eV
Net charge ... +2
ΔE to the lowest compared entry with this formula, charge and spin ... 0.4174 eV
Expectation value of S² ... 0.76
E_LUMO (alpha / beta) ... -0.395 / -0.521 hartree



Entry 3:
Below is C3H6O2S in the gas phase, with properties calculated with wB97M-V/def2-TZVPD.

Geometry as XYZ:
```
12
Properties=species:S:1:pos:R:3:forces:R:3
O 0.5860 1.7777 0.8083 0.01 0.57 -0.03
C -0.3947 1.3417 0.2685 0.09 -1.45 0.51
O -1.4820 2.0861 -0.0032 0.31 -0.22 0.00
C -0.4975 -0.1434 -0.1339 0.08 2.05 -0.76
C 0.7809 -0.8539 0.2361 0.47 -0.63 -0.35
S 0.7280 -2.6565 -0.0163 -0.02 -0.25 -0.58
H -1.2370 2.9576 0.3356 -0.22 0.33 -0.04
H -0.5645 -0.0327 -1.2247 -0.06 -0.52 -0.03
H -1.4520 -0.5513 0.1766 0.09 -0.31 0.35
H 1.6311 -0.4605 -0.3181 -0.18 0.10 -0.23
H 1.1145 -0.7181 1.2609 -0.50 -0.04 0.27
H 0.7871 -2.7466 -1.3899 -0.05 0.36 0.89
```
Positions in Å, forces in eV/Å.

Computed properties:
HOMO-LUMO gap ... 9.916 eV
ΔE to the lowest compared entry with this formula, charge and spin ... 0.1602 eV
E_LUMO ... 0.025 hartree



Please write out number 3 again, unchanged.
Below is C3H6O2S in the gas phase, with properties calculated with wB97M-V/def2-TZVPD.

Geometry as XYZ:
```
12
Properties=species:S:1:pos:R:3:forces:R:3
O 0.5860 1.7777 0.8083 0.01 0.57 -0.03
C -0.3947 1.3417 0.2685 0.09 -1.45 0.51
O -1.4820 2.0861 -0.0032 0.31 -0.22 0.00
C -0.4975 -0.1434 -0.1339 0.08 2.05 -0.76
C 0.7809 -0.8539 0.2361 0.47 -0.63 -0.35
S 0.7280 -2.6565 -0.0163 -0.02 -0.25 -0.58
H -1.2370 2.9576 0.3356 -0.22 0.33 -0.04
H -0.5645 -0.0327 -1.2247 -0.06 -0.52 -0.03
H -1.4520 -0.5513 0.1766 0.09 -0.31 0.35
H 1.6311 -0.4605 -0.3181 -0.18 0.10 -0.23
H 1.1145 -0.7181 1.2609 -0.50 -0.04 0.27
H 0.7871 -2.7466 -1.3899 -0.05 0.36 0.89
```
Positions in Å, forces in eV/Å.

Computed properties:
HOMO-LUMO gap ... 9.916 eV
ΔE to the lowest compared entry with this formula, charge and spin ... 0.1602 eV
E_LUMO ... 0.025 hartree



Question: Look up the ΔE to the lowest compared entry with this formula, charge and spin of the third one.
Answer: 0.1602 eV



Question: What is the formula in the third record?
Answer: C3H6O2S